Entry from OMol25: a molecular structure, C36H50BN7Pb (ωB97M-V with the def2-TZVPD basis set).

Geometry (Å):
Pb1 -0.089 -0.124 -0.221
C1 1.548 4.956 1.391
C2 0.805 4.023 0.492
C3 -0.077 4.341 -0.526
C4 -0.552 3.143 -1.036
N1 0.010 2.131 -0.330
N2 0.854 2.691 0.600
B1 1.818 1.857 1.481
N3 0.998 1.028 2.471
N4 0.052 0.124 2.070
C5 -0.557 -0.342 3.187
C6 0.040 0.251 4.292
C7 1.013 1.108 3.807
C8 1.916 2.009 4.589
C9 -1.708 -1.322 3.206
C10 -2.801 -0.854 2.230
C11 -2.300 -1.399 4.614
C12 -1.213 -2.720 2.815
N5 2.699 1.004 0.539
N6 2.188 0.203 -0.451
C13 3.216 -0.211 -1.214
C14 4.398 0.277 -0.663
C15 4.039 1.043 0.429
C16 4.935 1.808 1.350
C17 3.104 -1.008 -2.497
C18 1.655 -1.151 -2.970
C19 3.759 -2.383 -2.303
C20 3.886 -0.261 -3.591
C21 -1.551 2.965 -2.152
C22 -1.036 1.930 -3.162
C23 -2.896 2.545 -1.527
C24 -1.743 4.283 -2.901
H1 1.229 5.976 1.191
H2 2.626 4.899 1.230
H3 1.348 4.729 2.438
H4 -0.334 5.334 -0.859
H5 2.523 2.594 2.092
H6 -0.200 0.085 5.329
H7 1.729 1.870 5.651
H8 1.740 3.057 4.341
H9 2.967 1.794 4.390
H10 -3.106 0.171 2.452
H11 -3.679 -1.498 2.307
H12 -2.460 -0.892 1.189
H13 -2.603 -0.415 4.976
H14 -1.589 -1.829 5.321
H15 -3.182 -2.040 4.598
H16 -0.957 -2.750 1.763
H17 -1.991 -3.465 2.997
H18 -0.327 -2.999 3.390
H19 5.403 0.102 -1.015
H20 5.971 1.618 1.078
H21 4.785 1.509 2.387
H22 4.757 2.881 1.279
H23 1.078 -1.821 -2.334
H24 1.636 -1.571 -3.978
H25 1.166 -0.168 -3.012
H26 3.263 -2.964 -1.526
H27 4.807 -2.272 -2.025
H28 3.721 -2.948 -3.237
H29 3.460 0.726 -3.787
H30 3.859 -0.842 -4.515
H31 4.932 -0.132 -3.313
H32 -0.773 0.982 -2.699
H33 -0.141 2.301 -3.666
H34 -1.796 1.735 -3.924
H35 -2.795 1.662 -0.890
H36 -3.633 2.343 -2.312
H37 -3.291 3.351 -0.908
H38 -0.792 4.672 -3.269
H39 -2.206 5.040 -2.265
H40 -2.400 4.125 -3.757
N7 -2.300 -0.626 -1.956
C25 -3.235 -1.474 -1.306
C26 -4.546 -1.049 -1.141
C27 -5.502 -1.897 -0.611
C28 -5.149 -3.179 -0.218
C29 -3.827 -3.579 -0.320
C30 -2.853 -2.731 -0.846
C31 -1.447 -3.227 -0.858
C32 -1.143 -4.546 -1.266
C33 0.125 -5.094 -1.162
C34 1.181 -4.363 -0.627
C35 0.963 -3.052 -0.200
C36 -0.318 -2.627 -0.390
H41 -1.807 -1.106 -2.704
H42 -2.757 0.189 -2.336
H43 -4.828 -0.055 -1.475
H44 -6.528 -1.563 -0.522
H45 -5.895 -3.859 0.171
H46 -3.534 -4.559 0.039
H47 -1.966 -5.120 -1.676
H48 0.287 -6.117 -1.475
H49 2.171 -4.790 -0.514
H50 1.750 -2.466 0.262

Cartesian forces (eV/Å) of the 2 atoms listed first:
-0.1 -0.7 0.4
0.0 -0.1 -0.1

- HOMO level (eV) = -14.0
- lowest unoccupied orbital energy (Ha) = -0.2918
- gap between HOMO and LUMO (eV) = 6.0250
- E_tot (eV) = -54486.5766
- net charge = +2

Results of the Mulliken charge analysis, in e, for atoms 1 through 8: 1.465, -1.352, 0.707, -0.851, -1.058, 0.289, 0.432, -1.230

Entry from OMol25: a single C3H6ClNS2 molecule (ωB97M-V with the def2-TZVPD basis set).

Geometry (Å):
S1 -2.315 -0.690 0.243
C1 -0.832 -0.059 0.009
C2 0.271 -0.035 1.036
C3 1.484 -0.934 0.711
Cl1 2.249 -0.481 -0.882
N1 -0.596 0.701 -1.061
S2 -1.730 0.992 -2.345
H1 -0.200 -0.438 1.944
H2 0.698 0.977 1.225
H3 1.151 -1.982 0.476
H4 2.199 -0.858 1.540
H5 0.308 1.068 -1.265
H6 -2.687 1.738 -1.633

Cartesian forces (eV/Å) of the 2 atoms listed first:
-0.3 -0.7 0.6
-0.4 0.9 0.2

- SMILES = S=C(CCCl)NS
- HOMO level (eV) = -8.4
- lowest unoccupied orbital energy (Ha) = 0.0146
- ΔE to the lowest compared entry with this formula, charge and spin (eV) = 0.692
- gap between HOMO and LUMO (eV) = 8.7592
- E_tot (eV) = -38890.7166

Results of the natural (NBO) charge analysis, in e, for atoms 1 through 8: -0.112, 0.085, -0.498, -0.339, -0.100, -0.713, 0.182, 0.259

Entry from OMol25: a molecular structure, C12H33CdClN3O7 (ωB97M-V with the def2-TZVPD basis set).

Geometry (Å):
Cd1 -0.405 0.139 0.353
Cl1 -0.565 2.395 3.062
O1 -1.896 2.632 2.554
O2 0.283 3.522 2.829
O3 -0.579 2.000 4.429
O4 -0.001 1.266 2.284
C1 -0.802 3.848 -2.078
C2 -0.873 2.905 -0.888
C3 -2.268 2.331 -0.749
O5 -2.329 1.263 0.169
C4 -3.658 0.948 0.576
N1 0.232 1.863 -0.948
H1 -1.140 3.348 -2.989
H2 0.198 4.267 -2.182
H3 -1.463 4.707 -1.943
H4 -0.653 3.459 0.028
H5 -2.696 2.013 -1.717
H6 -2.917 3.167 -0.460
H7 -4.127 1.865 0.934
H8 -3.572 0.295 1.439
H9 -4.203 0.494 -0.252
H10 1.046 2.373 -0.601
H11 0.524 1.731 -1.918
C5 2.776 -2.299 1.539
C6 2.744 -0.939 0.883
C7 4.013 -0.660 0.099
O6 3.815 0.515 -0.654
C8 4.974 0.883 -1.392
N2 1.578 -0.867 -0.070
H12 1.853 -2.443 2.102
H13 3.650 -2.413 2.173
H14 2.774 -3.063 0.756
H15 2.559 -0.128 1.590
H16 4.199 -1.504 -0.591
H17 4.902 -0.587 0.734
H18 5.219 0.136 -2.150
H19 5.827 1.013 -0.718
H20 4.795 1.853 -1.847
H21 1.884 -0.109 -0.691
H22 1.636 -1.658 -0.715
C9 -1.709 -4.014 1.242
C10 -1.089 -2.749 0.663
C11 -1.677 -2.477 -0.726
O7 -1.346 -1.162 -1.211
C12 -1.730 -0.978 -2.549
N3 -1.357 -1.556 1.534
H23 -2.791 -4.011 1.105
H24 -1.479 -4.076 2.306
H25 -1.297 -4.916 0.788
H26 -0.010 -2.865 0.578
H27 -2.768 -2.562 -0.669
H28 -1.292 -3.209 -1.440
H29 -1.589 0.075 -2.801
H30 -2.783 -1.221 -2.720
H31 -1.133 -1.547 -3.271
H32 -0.931 -1.677 2.452
H33 -2.353 -1.614 1.742

Cartesian forces (eV/Å) of the 2 atoms listed first:
0.4 0.5 1.3
-0.3 0.3 0.0

- HOMO level (eV) = -12.1
- lowest unoccupied orbital energy (Ha) = -0.0913
- ΔE to the lowest compared entry with this formula, charge and spin (eV) = 0.000
- gap between HOMO and LUMO (eV) = 9.6588
- E_tot (eV) = -48855.9459
- net charge = +1

Results of the natural (NBO) charge analysis, in e, for atoms 1 through 8: 1.722, 2.559, -0.860, -0.825, -0.801, -1.019, -0.632, -0.087

Entry from OMol25: a molecular structure, C26H33MoN4O8P2S (ωB97M-V with the def2-TZVPD basis set).

Geometry (Å):
Mo1 -0.741 -0.948 -0.244
N1 -4.155 -0.659 -3.012
C1 -3.156 -1.134 -2.250
S1 -1.610 -0.282 -2.361
N2 -3.337 -2.145 -1.468
N3 -2.146 -2.493 -0.866
C2 -1.925 -3.749 -0.722
C3 -0.628 -4.313 -0.454
C4 -0.503 -5.686 -0.223
C5 0.743 -6.274 -0.150
C6 1.888 -5.508 -0.352
C7 1.798 -4.151 -0.606
C8 0.542 -3.559 -0.630
O1 0.447 -2.230 -0.852
H1 -3.988 0.081 -3.669
H2 -5.001 -1.199 -3.091
H3 -2.745 -4.423 -0.954
H4 -1.397 -6.284 -0.102
H5 0.830 -7.333 0.048
H6 2.862 -5.976 -0.310
H7 2.681 -3.548 -0.759
O2 -2.178 -3.683 2.098
P1 -1.201 -2.567 2.688
O3 -0.430 -2.992 3.840
O4 -0.442 -2.042 1.442
O5 -2.246 -1.373 3.039
P2 -2.262 0.034 2.305
O6 -3.737 0.560 2.460
O7 -1.193 0.929 2.731
O8 -2.269 -0.397 0.765
H8 -2.439 -4.309 2.787
H9 -3.825 1.211 3.169
C9 -4.246 3.421 -0.842
C10 -2.901 3.315 -0.183
C11 -2.440 4.290 0.688
C12 -1.214 4.150 1.331
C13 -0.751 5.155 2.349
C14 -0.428 3.048 1.051
C15 -0.837 2.060 0.142
C16 -2.106 2.204 -0.431
N4 -0.065 0.880 -0.054
C17 1.467 0.940 -0.261
C18 1.703 0.617 -1.751
C19 3.200 0.495 -2.044
C20 3.867 1.843 -1.788
C21 3.655 2.210 -0.323
C22 4.314 1.167 0.582
C23 3.634 -0.179 0.340
C24 3.804 -0.575 -1.131
C25 2.139 -0.075 0.679
C26 2.156 2.289 0.018
H10 -4.744 4.353 -0.578
H11 -4.891 2.594 -0.540
H12 -4.154 3.388 -1.929
H13 -3.053 5.159 0.895
H14 -1.503 5.924 2.515
H15 0.167 5.649 2.024
H16 -0.546 4.670 3.303
H17 0.443 2.910 1.658
H18 -2.496 1.464 -1.103
H19 1.260 1.419 -2.352
H20 1.207 -0.311 -2.042
H21 3.324 0.204 -3.089
H22 3.439 2.608 -2.441
H23 4.935 1.788 -2.010
H24 4.078 3.197 -0.121
H25 4.215 1.456 1.631
H26 5.382 1.100 0.363
H27 4.075 -0.944 0.983
H28 3.317 -1.534 -1.326
H29 4.864 -0.703 -1.360
H30 1.984 0.251 1.711
H31 1.716 -1.075 0.616
H32 1.686 3.090 -0.557
H33 2.105 2.533 1.073

Cartesian forces (eV/Å) of the 2 atoms listed first:
-0.4 -0.5 -0.4
-0.1 0.0 0.0

- HOMO level (alpha / beta) (eV) = -11.5 / -11.4
- lowest unoccupied orbital energy (alpha / beta) (Ha) = -0.1832 / -0.1972
- ΔE to the lowest compared entry with this formula, charge and spin (eV) = 0.814
- gap between HOMO and LUMO (alpha / beta) (eV) = 6.5176 / 6.0528
- E_tot (eV) = -81109.6693
- net charge = +1

Results of the Mulliken charge analysis, in e, for atoms 1 through 8: -0.124, -0.410, 0.946, -0.376, -1.472, 1.159, -0.464, 0.782

Entry from OMol25: a single C23H28N2O2S molecule (ωB97M-V with the def2-TZVPD basis set).

Geometry (Å):
C1 -1.979 2.938 2.362
S1 -1.751 2.664 0.585
C2 -1.878 0.843 0.558
C3 -1.899 0.366 -0.884
C4 -1.840 -1.150 -0.947
O1 -1.669 -1.826 0.059
N1 -1.982 -1.720 -2.160
C5 -2.054 -1.039 -3.433
C6 -0.900 -1.490 -4.330
C7 -0.948 -3.001 -4.516
C8 -0.928 -3.734 -3.170
C9 0.463 -3.726 -2.489
N2 0.659 -2.728 -1.469
C10 1.407 -1.618 -1.655
O2 1.960 -1.355 -2.710
C11 1.491 -0.731 -0.461
C12 1.563 0.645 -0.654
C13 1.614 1.505 0.424
C14 1.622 1.007 1.727
C15 1.650 1.916 2.881
C16 0.923 1.621 4.034
C17 0.932 2.483 5.115
C18 1.670 3.653 5.066
C19 2.401 3.954 3.929
C20 2.390 3.096 2.845
C21 1.592 -0.375 1.913
C22 1.521 -1.235 0.835
C23 -2.040 -3.165 -2.278
H1 -1.933 4.010 2.524
H2 -2.950 2.556 2.665
H3 -1.180 2.447 2.910
H4 -2.794 0.558 1.075
H5 -1.020 0.429 1.088
H6 -2.806 0.729 -1.373
H7 -1.033 0.780 -1.406
H8 -2.020 0.039 -3.295
H9 -3.010 -1.298 -3.910
H10 -0.982 -0.991 -5.296
H11 0.052 -1.204 -3.884
H12 -0.106 -3.328 -5.128
H13 -1.868 -3.269 -5.044
H14 -1.176 -4.784 -3.360
H15 1.236 -3.555 -3.242
H16 0.632 -4.705 -2.029
H17 0.102 -2.797 -0.629
H18 1.568 1.029 -1.664
H19 1.617 2.572 0.258
H20 0.333 0.715 4.077
H21 0.357 2.242 5.998
H22 1.677 4.326 5.911
H23 2.984 4.863 3.887
H24 2.977 3.331 1.970
H25 1.639 -0.780 2.913
H26 1.511 -2.301 1.007
H27 -1.996 -3.586 -1.272
H28 -3.009 -3.428 -2.723

Cartesian forces (eV/Å) of the 2 atoms listed first:
0.1 -0.2 -0.5
-0.1 -0.1 0.0

- SMILES = CSCCC(=O)N1CCC[C@@H](CNC(=O)c2ccc(-c3ccccc3)cc2)C1
- HOMO level (eV) = -8.3
- lowest unoccupied orbital energy (Ha) = 0.0181
- ΔE to the lowest compared entry with this formula, charge and spin (eV) = 0.000
- gap between HOMO and LUMO (eV) = 8.7787
- E_tot (eV) = -42217.9645

Results of the natural (NBO) charge analysis, in e, for atoms 1 through 8: -0.734, 0.164, -0.509, -0.516, 0.713, -0.673, -0.440, -0.210